Computed, not measured: a cluster of 2 separate species, C3H8N3O in total at a distorted geometry, with ωB97M-V/def2-TZVPD.

Electronic energy: -358.09494 Eh
Total charge: +1
E_LUMO (alpha / beta): -3.9 / -8.2 eV
Expectation value of S²: 2.008
Spin multiplicity: 3
Relative energy (zero: lowest compared OMol25 entry of this formula, charge and spin): 85.20 kcal per mole

Structure (XYZ):
```
15
Properties=species:S:1:pos:R:3:forces:R:3
C 1.314471 -1.268885 0.240623 0.1 -1.8 -2.7
C -2.516475 -0.223603 -0.063234 -1.1 6.8 1.5
C -2.209248 1.125557 -0.125753 0.4 1.9 -2.8
N 2.484086 -1.235365 -0.424216 1.7 0.6 0.7
N 0.367309 -0.475213 0.575751 0.3 5.0 1.0
N 0.447055 0.949996 0.453720 4.5 -1.1 -0.1
O -2.582970 -1.334955 -0.065661 0.2 -8.5 -0.6
H 0.929909 -2.281359 0.236890 0.1 -0.3 0.6
H -1.092183 1.214436 0.042026 -1.0 0.8 0.5
H -2.883262 1.868060 0.407021 0.9 -0.6 -0.4
H -2.169112 1.367969 -1.267454 -0.4 0.1 1.6
H 2.929265 -2.174070 -0.480198 -0.4 1.2 -0.1
H 1.077156 1.466039 -0.335555 -2.1 -1.9 1.6
H 0.727538 1.442492 1.365214 -1.5 -1.0 -1.2
H 3.176455 -0.441106 -0.559169 -1.6 -1.2 0.4
```
Positions in Å, forces in eV/Å.